{"formula": "C44H52As2BrMnN5O2", "method": "the ωB97M-V functional and the def2-TZVPD basis", "symbols": ["Mn", "C", "As", "C", "C", "C", "C", "C", "C", "C", "As", "C", "C", "H", "H", "H", "H", "H", "H", "H", "H", "H", "H", "H", "H", "H", "H", "H", "H", "C", "C", "C", "C", "C", "C", "C", "N", "C", "C", "C", "C", "C", "C", "C", "N", "C", "C", "C", "C", "H", "H", "H", "H", "H", "H", "H", "H", "H", "H", "H", "H", "H", "H", "H", "H", "H", "H", "H", "H", "H", "H", "H", "H", "Br", "C", "C", "C", "C", "C", "C", "N", "N", "C", "C", "C", "C", "O", "C", "N", "C", "C", "C", "C", "H", "H", "H", "H", "H", "H", "H", "H", "H", "C", "O", "H", "H", "H"], "positions_angstrom": [[-0.7936, -0.6227, -0.3490], [-4.3905, -0.5934, -0.9103], [-3.0040, 0.4771, -0.0617], [-3.2014, 2.1427, -1.0675], [-3.9762, 1.1050, 1.5354], [-5.3478, 1.3208, 1.3739], [-6.1227, 1.8534, 2.3880], [-5.5245, 2.2007, 3.5907], [-4.1686, 1.9864, 3.7644], [-3.3765, 1.4273, 2.7583], [-1.4554, 1.1121, 3.0767], [-0.9224, 2.9934, 3.0595], [-1.5027, 0.8739, 5.0318], [-5.1692, 0.0204, -1.3611], [-4.8327, -1.2614, -0.1714], [-3.8816, -1.1960, -1.6606], [-4.2264, 2.5035, -0.9969], [-2.9448, 1.9693, -2.1120], [-2.5267, 2.8946, -0.6571], [-5.8237, 1.0682, 0.4339], [-7.1841, 2.0044, 2.2372], [-6.1118, 2.6344, 4.3903], [-3.7191, 2.2658, 4.7084], [-1.5203, 3.5808, 3.7574], [-1.0580, 3.3739, 2.0483], [0.1336, 3.0684, 3.3198], [-1.8577, 1.7445, 5.5824], [-0.4840, 0.6569, 5.3541], [-2.1289, 0.0139, 5.2723], [5.4867, -3.6916, 0.6873], [5.1691, -2.8077, -0.5186], [5.4682, -3.6017, -1.7976], [6.0648, -1.5616, -0.4662], [3.7135, -2.3582, -0.5334], [3.2205, -1.5954, -1.5918], [1.9106, -1.1647, -1.5806], [1.0592, -1.4514, -0.5945], [1.5084, -2.1980, 0.4209], [2.8186, -2.6547, 0.4835], [0.4896, -2.4961, 1.4497], [0.6703, -3.4222, 2.4648], [-0.3620, -3.7120, 3.3487], [-1.5584, -3.0295, 3.1521], [-1.6588, -2.1075, 2.1267], [-0.6622, -1.8322, 1.2912], [-0.1553, -4.7384, 4.4559], [0.2406, -6.0822, 3.8289], [-1.4194, -4.9446, 5.2897], [0.9694, -4.2510, 5.3810], [6.5303, -4.0053, 0.6403], [4.8691, -4.5920, 0.6999], [5.3457, -3.1573, 1.6289], [6.5062, -3.9393, -1.7888], [5.3227, -2.9974, -2.6932], [4.8231, -4.4789, -1.8717], [7.1155, -1.8577, -0.4667], [5.8711, -0.9819, 0.4379], [5.8964, -0.9123, -1.3257], [3.8505, -1.3217, -2.4271], [1.5159, -0.5667, -2.3911], [3.1325, -3.2346, 1.3373], [1.6149, -3.9408, 2.5474], [-2.4188, -3.1992, 3.7818], [-2.5801, -1.5626, 1.9637], [-0.5407, -6.4429, 3.1578], [0.3911, -6.8270, 4.6126], [1.1670, -6.0057, 3.2585], [-2.2493, -5.3064, 4.6802], [-1.7292, -4.0243, 5.7880], [-1.2247, -5.6899, 6.0621], [1.9102, -4.1335, 4.8418], [1.1304, -4.9723, 6.1843], [0.7139, -3.2894, 5.8296], [1.7454, 9.5195, -8.4604], [1.3990, 8.0579, -7.3035], [1.7748, 8.1407, -5.9703], [1.5225, 7.0762, -5.1238], [0.8937, 5.9305, -5.6083], [0.5231, 5.8681, -6.9459], [0.7740, 6.9286, -7.8024], [0.5852, 4.7841, -4.8206], [0.9833, 4.8651, -3.6398], [0.7171, 3.8212, -2.7628], [1.2125, 4.0389, -1.4820], [1.0797, 3.1493, -0.4283], [0.4104, 1.9347, -0.6200], [0.2238, 1.0527, 0.2859], [-0.1021, 1.6783, -1.9601], [-0.7297, 0.4834, -2.0781], [-1.2418, 0.1227, -3.2363], [-1.1670, 0.9631, -4.3529], [-0.5463, 2.1829, -4.2577], [0.0269, 2.5886, -3.0275], [2.2613, 9.0330, -5.6011], [1.8082, 7.1209, -4.0829], [0.0344, 4.9725, -7.3075], [0.4874, 6.8788, -8.8435], [1.7350, 4.9758, -1.3302], [1.4923, 3.3723, 0.5460], [-1.7183, -0.8513, -3.2437], [-1.6045, 0.6419, -5.2887], [-0.4817, 2.8402, -5.1077], [-1.3706, -3.3523, -1.2489], [-1.7434, -2.0178, -1.2787], [-1.5476, -3.8307, -0.2679], [-0.3049, -3.5151, -1.4884], [-1.9473, -3.9331, -1.9826]], "atomic_forces_ev_per_a": [[0.1, -0.1, -0.1], [0.0, 0.0, -0.1], [-0.1, 0.1, 0.1], [0.0, 0.0, 0.0], [-0.1, 0.0, 0.0], [0.0, 0.0, 0.0], [0.0, 0.0, 0.0], [0.0, 0.0, 0.0], [0.0, 0.0, 0.0], [0.0, 0.0, 0.0], [0.0, 0.0, 0.0], [0.0, 0.0, 0.0], [0.0, 0.0, 0.0], [0.0, 0.0, 0.0], [0.0, 0.0, 0.0], [0.0, 0.0, 0.0], [0.0, 0.0, 0.0], [0.0, 0.0, 0.0], [0.0, 0.0, 0.0], [0.0, 0.0, 0.0], [0.0, 0.0, 0.0], [0.0, 0.0, 0.0], [0.0, 0.0, 0.0], [0.0, 0.0, 0.0], [0.0, 0.0, 0.0], [0.0, 0.0, 0.0], [0.0, 0.0, 0.0], [0.0, 0.0, 0.0], [0.0, 0.0, 0.0], [0.0, 0.0, 0.0], [0.0, 0.0, 0.0], [0.0, 0.0, 0.0], [0.0, 0.0, 0.0], [0.0, 0.0, 0.0], [0.0, 0.0, 0.0], [0.0, 0.0, 0.0], [0.0, 0.0, 0.1], [0.0, 0.0, 0.0], [0.0, 0.0, 0.0], [0.0, 0.0, 0.0], [0.0, 0.0, -0.1], [-0.1, 0.0, 0.0], [0.0, 0.0, 0.0], [0.0, 0.0, 0.0], [0.0, 0.1, 0.0], [0.0, 0.0, 0.0], [0.0, 0.0, 0.0], [0.0, 0.0, 0.0], [0.0, 0.0, 0.0], [0.0, 0.0, 0.0], [0.0, 0.0, 0.0], [0.0, 0.0, 0.0], [0.0, 0.0, 0.0], [0.0, 0.0, 0.0], [0.0, 0.0, 0.0], [0.0, 0.0, 0.0], [0.0, 0.0, 0.0], [0.0, 0.0, 0.0], [0.0, 0.0, 0.0], [0.0, 0.0, 0.0], [0.0, 0.0, 0.0], [0.0, 0.0, 0.0], [0.0, 0.0, 0.0], [0.0, 0.0, 0.0], [0.0, 0.0, 0.0], [0.0, 0.0, 0.0], [0.0, 0.0, 0.0], [0.0, 0.0, 0.0], [0.0, 0.0, 0.0], [0.0, 0.0, 0.0], [0.0, 0.0, 0.0], [0.0, 0.0, 0.0], [0.0, 0.0, 0.0], [0.0, 0.0, 0.0], [0.0, 0.0, 0.0], [0.0, 0.0, 0.0], [0.0, 0.0, 0.0], [0.1, 0.0, 0.0], [0.0, 0.0, 0.0], [0.0, 0.0, 0.0], [-0.1, 0.0, 0.0], [0.0, 0.1, 0.0], [0.0, -0.1, -0.1], [0.0, 0.0, 0.0], [0.0, 0.0, 0.0], [-0.1, -0.1, 0.0], [0.0, 0.0, -0.1], [0.0, 0.0, 0.1], [0.0, 0.0, 0.0], [0.0, 0.0, 0.0], [0.0, 0.0, 0.0], [0.0, 0.0, 0.0], [0.0, 0.0, 0.0], [0.0, 0.0, 0.0], [0.0, 0.0, 0.0], [0.0, 0.0, 0.0], [0.0, 0.0, 0.0], [0.0, 0.0, 0.0], [0.0, 0.0, 0.0], [0.0, 0.0, 0.0], [0.0, 0.0, 0.0], [0.0, 0.0, 0.0], [0.0, 0.0, 0.0], [0.0, 0.0, -0.1], [0.0, 0.0, 0.0], [0.0, 0.0, 0.0], [0.0, 0.0, 0.0]], "lowdin_charge": [0.356, -0.270, 1.214, -0.243, -0.390, -0.127, -0.085, -0.086, -0.120, -0.410, 1.173, -0.311, -0.336, 0.025, 0.037, 0.009, 0.030, 0.021, 0.034, 0.084, 0.103, 0.102, 0.082, 0.022, 0.013, 0.022, 0.011, 0.012, 0.016, -0.065, -0.559, -0.043, -0.039, -0.147, 0.014, -0.056, 0.062, -0.161, 0.063, -0.164, 0.053, -0.147, 0.017, -0.137, 0.034, -0.558, -0.041, -0.065, -0.039, 0.088, 0.089, 0.087, 0.087, 0.078, 0.093, 0.088, 0.093, 0.082, 0.116, 0.119, 0.099, 0.108, 0.108, 0.090, 0.094, 0.088, 0.078, 0.089, 0.087, 0.088, 0.079, 0.088, 0.091, 0.717, -0.700, -0.129, -0.026, -0.252, -0.030, -0.132, 0.043, 0.055, -0.228, -0.022, -0.015, -0.364, -0.161, -0.166, -0.006, -0.116, -0.037, 0.003, -0.075, 0.099, 0.101, 0.109, 0.098, 0.111, 0.107, 0.111, 0.105, 0.085, -0.255, -0.437, 0.060, 0.062, 0.068], "relative_energy_kj_mol": 0.0, "max_force_ev_per_a": 0.21, "lumo_ha": [-0.005, -0.005], "homo_energy_ev": [-6.77, -6.51], "spin_multiplicity": 2, "s2": 0.765, "total_energy_ha": -10328.6999}